Entry 1
DFT (ωB97M-V with the def2-TZVPD basis set) results for 2 unconnected molecules or ions with the total composition C2H2NO3S.

The frontier orbital gap is 0.27509 Eh. The net charge is -1.

Atoms and positions in Å:
C -0.9638 -1.2325 0.0533
C -1.3874 0.1033 -0.0747
N 1.3043 0.4832 0.6100
O -0.7483 -2.2514 0.5794
O 3.3823 1.7997 -0.2990
O -1.1789 -0.7806 -1.1963
S 2.7594 0.5335 0.1967
H -2.4655 0.5022 0.0250
H -0.7021 0.8426 0.1057

Löwdin charges in e:
1 C -0.543
2 C -0.093
3 N -0.490
4 O 0.141
5 O -0.717
6 O 0.074
7 S 0.484
8 H 0.135
9 H 0.010

Entry 2
DFT (ωB97M-V with the def2-TZVPD basis set) results for 2 unconnected molecules or ions with the total composition C2H2NO3S.

The frontier orbital gap (spin up / spin down) is 0.21234 / 0.23760 Eh. The net charge is -1.

Atoms and positions in Å:
C -0.8230 0.4135 -0.3986
C -2.1657 0.0794 0.0709
N -1.4271 1.4100 -0.0038
O 2.5456 0.5546 -0.9806
O 2.0656 -1.7610 -0.4058
O 2.6674 -0.1094 1.3504
S 2.2258 -0.3847 -0.0095
H -3.0020 0.1027 -0.6856
H -2.0866 -0.3051 1.0628

Löwdin charges in e:
1 C -0.290
2 C -0.302
3 N -0.056
4 O -0.305
5 O -0.332
6 O -0.335
7 S 0.537
8 H 0.057
9 H 0.027

Q: Which of them is the most stable? A: entry 1.

Entry 1
DFT (ωB97M-V with the def2-TZVPD basis set) results for a single CH5N3O2 molecule.

As for the SMILES: N=C(NO)NO. The frontier orbital gap is 0.35298 Eh.

Atoms and positions in Å:
C -0.1553 0.3832 0.2555
H -2.3126 0.0704 -0.2118
H -0.2408 -1.6182 -0.1635
H -0.3982 2.1650 -0.2122
H 1.6272 1.0680 -0.4115
H 2.3498 -1.1452 0.5219
N -0.7921 -0.9014 0.3808
N -0.9561 1.3495 -0.0207
N 1.2428 0.3907 0.2093
O -2.1079 -0.9045 -0.1224
O 1.7433 -0.8574 -0.2255

Löwdin charges in e:
1 C -0.441
2 H 0.074
3 H 0.138
4 H 0.047
5 H 0.124
6 H 0.140
7 N -0.033
8 N 0.111
9 N -0.006
10 O -0.082
11 O -0.072

Entry 2
DFT (ωB97M-V with the def2-TZVPD basis set) results for 2 unconnected molecules or ions with the total composition CH5N3O2.

The frontier orbital gap is 0.32186 Eh.

Atoms and positions in Å:
C -0.2720 -0.3385 0.2295
H -2.2362 0.3423 -0.2376
H 0.0576 0.9748 -1.0497
H -0.5690 -1.5997 1.7768
H 1.3059 0.0980 1.4097
H 2.7092 0.3020 -0.6786
N -0.6014 0.2272 -1.0592
N -0.9597 -1.0808 0.8962
N 1.0436 -0.2021 0.3897
O -1.9890 0.4688 -1.2139
O 1.5109 0.8079 -0.4630

Löwdin charges in e:
1 C -0.607
2 H 0.101
3 H 0.062
4 H 0.117
5 H 0.187
6 H 0.316
7 N -0.009
8 N 0.136
9 N -0.067
10 O -0.057
11 O -0.179

Q: Which of them is the most stable? A: entry 1.

Entry 1
DFT (ωB97M-V with the def2-TZVPD basis set) results for 2 unconnected molecules or ions with the total composition C7H15N4.

The frontier orbital gap is 0.38386 Eh. The net charge is +1.

Atoms and positions in Å:
C -0.7741 -2.5081 -1.4597
C -1.0780 -0.6801 -0.3659
C 1.5035 0.3448 1.7563
C -0.2460 2.5446 0.2586
C -2.4610 -2.6390 0.3714
C 1.9319 1.5556 0.9245
C 0.8963 1.9681 -0.0847
N 0.0153 -1.6251 -1.9873
N -0.1791 -0.4978 -1.3141
N -1.4829 -1.9605 -0.4323
N 1.1724 1.6493 -1.4503
H -0.8577 -3.5256 -1.7835
H 2.2605 0.1343 2.5044
H 1.3838 -0.5396 1.1367
H 0.5675 0.5436 2.2766
H -0.9840 2.8447 -0.4649
H -1.4229 0.0565 0.3297
H -0.4655 2.7632 1.2858
H -2.1070 -3.6432 0.6027
H -2.6285 -2.0919 1.2960
H -3.4035 -2.7193 -0.1726
H 2.8758 1.3304 0.4272
H 2.1059 2.3906 1.6049
H 0.4781 0.4413 -1.5153
H 2.1648 1.5645 -1.6470
H 0.7345 2.2985 -2.0973

Löwdin charges in e:
1 C -0.086
2 C -0.043
3 C -0.088
4 C 0.054
5 C 0.012
6 C -0.188
7 C -0.397
8 N 0.100
9 N 0.039
10 N -0.073
11 N 0.090
12 H 0.146
13 H 0.080
14 H 0.063
15 H 0.074
16 H 0.074
17 H 0.142
18 H 0.079
19 H 0.109
20 H 0.106
21 H 0.110
22 H 0.113
23 H 0.125
24 H 0.086
25 H 0.133
26 H 0.138

Entry 2
DFT (ωB97M-V with the def2-TZVPD basis set) results for 2 unconnected molecules or ions with the total composition C7H15N4.

The frontier orbital gap is 0.38079 Eh. The net charge is +1.

Atoms and positions in Å:
C -3.1733 0.3713 0.4601
C -1.1141 -0.0896 -0.1665
C 2.6238 -0.0043 1.3384
C 1.2218 -0.5189 -1.8533
C -1.9089 2.2310 -0.4835
C 1.2216 0.1138 0.7565
C 0.9802 -0.6931 -0.3949
N -3.0266 -0.8842 0.6983
N -1.7901 -1.1923 0.1833
N -2.0059 0.9101 -0.0057
N 1.0907 -1.9415 -0.0589
H -4.0714 0.9609 0.8479
H 3.1303 -0.9937 1.1935
H 2.6340 0.1185 2.4666
H 3.3161 0.7873 1.0271
H 2.1265 -1.0519 -2.1057
H 0.3736 -0.6643 -2.4946
H 1.5246 0.5528 -2.1313
H -1.5829 2.9073 0.2835
H -1.1071 2.1670 -1.2433
H -2.9546 2.5610 -0.7013
H 1.2603 1.2878 0.5251
H 0.3741 -0.1007 1.4528
H -1.3987 -2.0737 0.3515
H 1.0446 -2.2758 0.8874
H 1.2114 -2.4847 -0.8331

Löwdin charges in e:
1 C -0.124
2 C -0.062
3 C -0.091
4 C -0.001
5 C -0.014
6 C -0.252
7 C -0.441
8 N 0.095
9 N 0.049
10 N -0.117
11 N 0.192
12 H 0.175
13 H 0.088
14 H 0.103
15 H 0.080
16 H 0.097
17 H 0.091
18 H 0.128
19 H 0.090
20 H 0.113
21 H 0.121
22 H 0.172
23 H 0.126
24 H 0.124
25 H 0.155
26 H 0.101

Q: Which of them is the most stable? A: entry 1.

Entry 1
DFT (ωB97M-V with the def2-TZVPD basis set) results for 2 unconnected molecules or ions with the total composition C3H11NOS.

As for the SMILES: CCS.NCO. The frontier orbital gap is 0.36342 Eh.

Atoms and positions in Å:
C 1.7557 0.8941 -1.4462
C 2.1077 1.1041 0.0385
S 0.5669 1.0764 1.0443
H 1.3021 -0.0903 -1.5206
H 0.9954 1.5980 -1.7907
H 2.6387 1.0918 -2.0518
H 2.5798 2.0657 0.2150
H 2.7502 0.2889 0.3618
H 1.1161 0.6405 2.1897
N -2.4346 -0.8618 0.5202
C -1.9401 -1.7028 -0.5558
O -0.5526 -1.5221 -0.7250
H -2.1829 0.1114 0.4292
H -3.4314 -0.9733 0.6620
H -2.4866 -1.4175 -1.4643
H -2.1130 -2.7608 -0.3568
H -0.1685 -1.4174 0.1649

Löwdin charges in e:
1 C -0.172
2 C -0.582
3 S 0.697
4 H 0.046
5 H 0.067
6 H 0.070
7 H 0.051
8 H 0.064
9 H -0.144
10 N 0.001
11 C -0.360
12 O -0.107
13 H 0.037
14 H 0.067
15 H 0.111
16 H 0.108
17 H 0.048

Entry 2
DFT (ωB97M-V with the def2-TZVPD basis set) results for 2 unconnected molecules or ions with the total composition C3H11NOS.

As for the SMILES: CCS.NCO. The frontier orbital gap is 0.36209 Eh.

Atoms and positions in Å:
C 2.2014 1.4852 -1.4421
C 2.0378 1.3661 0.0785
S 0.3508 1.6932 0.6492
H 1.7077 0.6551 -1.9622
H 1.7039 2.3793 -1.7987
H 3.2725 1.4306 -1.6778
H 2.7240 2.0480 0.5614
H 2.2372 0.3594 0.4365
H 0.3625 3.0288 0.5859
N -2.2258 -0.7505 0.3958
C -2.1494 -2.1531 0.1108
O -2.1127 -3.0212 1.2639
H -1.3979 -0.4690 0.9084
H -3.0339 -0.5329 0.9692
H -1.2453 -2.3384 -0.4641
H -3.0116 -2.5077 -0.4499
H -1.4211 -2.6727 1.8353

Löwdin charges in e:
1 C -0.177
2 C -0.624
3 S 0.694
4 H 0.069
5 H 0.057
6 H 0.072
7 H 0.057
8 H 0.055
9 H -0.148
10 N 0.017
11 C -0.347
12 O -0.087
13 H 0.003
14 H 0.075
15 H 0.106
16 H 0.112
17 H 0.066

Q: Which of them is the most stable? A: entry 2.